(1)
Below is a structure of composition C4H3NO3 in a non-equilibrium geometry, with properties calculated with ωB97M-V/def2-TZVPD.

Cartesian coordinates (Å):
C: 1.434 -0.914 -0.006
C: 0.259 -0.576 -0.297
C: -1.894 -0.756 0.001
C: -0.286 0.801 -0.074
H: 2.231 0.885 0.175
H: 1.990 -1.984 0.580
H: -2.911 -1.122 0.146
N: -0.819 -1.400 -0.166
O: 2.407 -0.068 0.184
O: -1.774 0.761 0.335
O: 0.286 1.893 -0.205

Properties
charge	0

=====

(2)
Below is the molecule C4H3NO3 in a non-equilibrium geometry, with properties calculated with ωB97M-V/def2-TZVPD.

Cartesian coordinates (Å):
O: 0.855 -1.122 1.876
C: 0.353 -0.225 1.223
O: -0.098 1.066 1.659
C: -0.587 1.679 0.520
C: -0.618 1.011 -0.614
C: -0.111 -0.276 -0.299
N: 0.168 -1.200 -1.201
O: 0.808 -2.276 -0.793
H: -0.853 2.773 0.674
H: -1.196 1.286 -1.459
H: 1.279 -2.716 -1.587

Properties
SMILES	O=C1OC=C/C1=N/O
charge	0

=====

Number 1: HOMO energy -9.62 eV. Number 2: HOMO energy -9.06 eV.